The following is a quantum chemistry calculation of C18H56BrFeO11 as an isolated structure in a non-equilibrium geometry, from the OMol25 dataset.

* spin multiplicity: 5
* E_HOMO (alpha / beta): -4.248 / -3.681 eV
* energy: -5384.7198 Eh
* Kohn-Sham gap (alpha / beta): 6.604 / 6.036 eV
* <S²>: 6.008
* charge: -1
* E_LUMO (alpha / beta): 2.356 / 2.355 eV

XYZ file:
```
87
C18H56BrFeO11 ωB97M-V/def2-TZVPD
Fe 1.63786 1.91822 -1.23427
O 3.15311 3.17821 -1.70925
H 4.03224 3.03741 -2.11155
O 0.71295 3.82677 -0.82871
H -0.25962 3.91738 -0.80828
Br -0.48476 0.45161 -0.51102
C -3.54700 2.83214 -1.90723
C -2.67430 3.98514 -2.02406
O -2.90038 4.85020 -0.92587
H -3.34678 2.19842 -2.77118
H -4.60909 3.07162 -1.95924
H -3.32147 2.17696 -1.06582
H -2.71476 4.54200 -2.96020
H -1.63899 3.64900 -1.96710
H -2.64328 4.38512 -0.12637
C -0.86564 -4.00760 -1.83743
C -1.81693 -3.63430 -0.72027
O -2.49524 -2.49872 -1.02991
H -0.09376 -4.70385 -1.50949
H -0.39331 -3.08029 -2.16161
H -1.29502 -4.30953 -2.79271
H -1.28484 -3.61851 0.23090
H -2.52996 -4.44635 -0.57794
H -1.82142 -1.90225 -1.36426
C 1.22471 -0.58393 -3.96179
C 0.69605 0.86287 -4.10529
O 1.46695 1.67460 -3.32022
H 1.37335 -0.94588 -2.94444
H 2.16061 -0.62770 -4.51882
H 0.71245 -1.38081 -4.50093
H -0.36256 1.03655 -3.91221
H 0.66026 1.05637 -5.17738
H 1.79008 2.34596 -3.92558
C 1.88452 1.10446 2.86603
C 2.79291 1.08136 1.64267
O 2.33326 2.07478 0.79497
H 1.70705 2.09246 3.29084
H 2.24617 0.43298 3.64475
H 0.85716 0.87397 2.58406
H 2.95073 0.07399 1.25743
H 3.74010 1.40964 2.07065
H 2.74881 2.84164 1.19602
C -5.17817 0.85776 0.91677
C -4.22294 -0.29639 0.67037
O -4.67294 -1.33328 -0.12228
H -5.38673 1.45564 0.02956
H -4.92022 1.43651 1.80368
H -6.18656 0.50867 1.13904
H -3.91584 -0.73135 1.62147
H -3.41672 0.20849 0.13820
H -3.82777 -1.71132 -0.37600
C 4.48715 -1.47072 -2.46788
C 4.25338 -0.07183 -1.75287
O 2.91831 0.06375 -1.27739
H 4.55999 -2.29108 -1.75388
H 5.39310 -1.45043 -3.07365
H 3.57011 -1.57349 -3.04803
H 4.37770 0.77927 -2.42239
H 4.94069 0.09515 -0.92352
H 2.69972 -0.80891 -0.94232
C 2.49573 -4.63718 0.89722
C 3.34431 -3.35764 0.89336
O 2.59423 -2.29408 0.33353
H 1.97317 -4.87668 -0.02888
H 1.72454 -4.65071 1.66740
H 3.15097 -5.45641 1.19325
H 4.25365 -3.43772 0.29771
H 3.55204 -3.14522 1.94209
H 1.92246 -2.18410 1.01046
C -1.41987 3.05886 3.46729
C -2.44157 3.27420 2.28154
O -1.89171 4.13617 1.30352
H -0.43974 2.65054 3.22087
H -1.77648 2.40246 4.26105
H -1.37781 4.01176 3.99484
H -3.38262 3.57707 2.74065
H -2.72893 2.34768 1.78446
H -1.07834 3.86393 0.87235
C -0.36001 -2.95787 4.18778
C -0.46560 -1.62516 3.41889
O 0.05473 -1.91732 2.12990
H 0.62101 -3.43271 4.17280
H -0.94245 -3.77051 3.75364
H -0.71159 -2.89800 5.21779
H 0.03867 -0.78295 3.89270
H -1.47456 -1.28863 3.18046
H -0.48898 -1.51844 1.44663
```

Mulliken atomic charge list, values in e, 4 entries: number 1, Fe, carries 0.686; number 2, O, carries -0.725; number 3, H, carries 0.068; number 4, O, carries -0.915